Entry 1:
Below is C20H23BrN2O4 in the gas phase, with properties calculated with ωB97M-V with the def2-TZVPD basis set.

Values from the calculation:
**Structure (SMILES)**: CCOC(=O)CN[C@H](c1ccccc1)c1cc(Br)ccc1NC(=O)OCC
**Orbital gap**: 8.8 eV
**Relative energy (zero: lowest compared OMol25 entry of this formula, charge and spin)**: 9.3 kJ/mol

Positions of all 50 atoms, in Å:
1 C -5.653 0.439 0.926
2 C -4.769 0.045 -0.241
3 H -4.483 0.916 -0.841
4 H -5.269 -0.677 -0.895
5 O -3.578 -0.560 0.277
6 C -2.560 -0.695 -0.563
7 O -2.575 -0.361 -1.720
8 C -1.349 -1.335 0.109
9 N -0.101 -0.685 -0.251
10 H -0.120 -0.483 -1.249
11 C 0.171 0.549 0.501
12 C -0.894 1.594 0.243
13 C -1.759 1.990 1.253
14 C -2.769 2.901 0.994
15 C -2.930 3.416 -0.280
16 C -2.069 3.026 -1.294
17 C -1.057 2.123 -1.034
18 H -0.386 1.824 -1.827
19 H -2.189 3.425 -2.290
20 H -3.722 4.121 -0.483
21 H -3.432 3.208 1.791
22 H -1.640 1.587 2.249
23 C 1.579 1.060 0.230
24 C 1.801 2.428 0.168
25 C 3.078 2.929 -0.007
26 C 4.168 2.087 -0.111
27 C 3.964 0.724 -0.033
28 C 2.686 0.195 0.140
29 N 2.476 -1.175 0.230
30 C 3.392 -2.178 0.278
31 O 4.592 -2.080 0.311
32 O 2.723 -3.356 0.313
33 C 3.526 -4.534 0.348
34 C 4.007 -4.928 -1.041
35 H 4.662 -4.156 -1.437
36 H 4.558 -5.862 -0.984
37 H 3.161 -5.054 -1.712
38 H 2.877 -5.303 0.774
39 H 4.382 -4.361 1.008
40 H 1.489 -1.442 0.169
41 H 4.802 0.050 -0.095
42 H 5.162 2.486 -0.246
43 Br 3.323 4.817 -0.094
44 H 0.974 3.114 0.264
45 H 0.133 0.266 1.564
46 H -1.297 -2.374 -0.237
47 H -1.481 -1.329 1.191
48 H -5.133 1.150 1.561
49 H -5.907 -0.437 1.517
50 H -6.566 0.895 0.554

natural (NBO) atomic charge list, values in e, 5 entries: number 1, C, carries -0.6228; number 2, C, carries -0.0769; number 3, H, carries 0.2027; number 4, H, carries 0.1853; number 5, O, carries -0.5086

Entry 2:
Below is a molecular structure, C29H34CsF5GeIN2OS4Te, with properties calculated with ωB97M-V with the def2-TZVPD basis set.

Values from the calculation:
**<S²>**: 0.75
**Multiplicity**: 2
**Orbital gap (alpha / beta)**: 7.6 / 7.0 eV
**Relative energy (zero: lowest compared OMol25 entry of this formula, charge and spin)**: 0.0 kJ/mol

Positions of all 79 atoms, in Å:
1 Cs -0.294 0.864 -1.632
2 C -2.183 -1.089 2.663
3 C -3.227 -0.005 2.414
4 S -2.537 1.455 1.590
5 C -3.998 2.126 0.738
6 C -4.824 1.114 -0.056
7 S -3.687 0.030 -0.931
8 C -4.799 -1.134 -1.739
9 C -3.988 -2.052 -2.660
10 S -2.349 -2.582 -2.087
11 C -2.715 -3.584 -0.625
12 C -2.941 -2.845 0.688
13 S -1.490 -1.889 1.197
14 H -2.623 -1.862 3.298
15 H -1.329 -0.683 3.206
16 H -3.656 0.287 3.375
17 H -4.030 -0.401 1.795
18 H -3.575 2.863 0.053
19 H -4.638 2.649 1.449
20 H -5.454 1.658 -0.762
21 H -5.473 0.531 0.601
22 H -5.540 -0.602 -2.339
23 H -5.331 -1.717 -0.981
24 H -3.757 -1.525 -3.585
25 H -4.579 -2.932 -2.918
26 H -1.862 -4.258 -0.524
27 H -3.586 -4.208 -0.839
28 H -3.161 -3.579 1.468
29 H -3.787 -2.167 0.596
30 C 4.242 -3.146 -0.615
31 C 2.855 -3.167 -0.685
32 C 2.115 -2.122 -0.149
33 C 2.745 -1.031 0.450
34 C 4.141 -1.013 0.499
35 C 4.885 -2.069 -0.016
36 Ge 1.730 0.441 1.254
37 C 2.802 2.066 1.173
38 C 3.243 2.702 2.334
39 C 4.019 3.850 2.262
40 C 4.363 4.381 1.027
41 C 3.930 3.759 -0.137
42 C 3.155 2.611 -0.064
43 C 1.206 0.017 3.071
44 C 0.590 0.982 3.873
45 C 0.146 0.664 5.148
46 C 0.295 -0.630 5.632
47 C 0.890 -1.601 4.839
48 C 1.342 -1.280 3.567
49 H 4.819 -3.964 -1.026
50 H 2.348 -4.001 -1.155
51 H 1.032 -2.164 -0.194
52 H 4.655 -0.175 0.957
53 H 5.966 -2.047 0.046
54 H 2.992 2.295 3.306
55 H 4.359 4.328 3.172
56 H 4.967 5.278 0.970
57 H 4.194 4.168 -1.104
58 H 2.834 2.133 -0.987
59 H 0.433 1.986 3.493
60 H -0.328 1.422 5.758
61 H -0.060 -0.881 6.623
62 H 1.000 -2.612 5.210
63 H 1.794 -2.050 2.951
64 F -3.323 3.568 -4.863
65 Te -2.760 2.016 -4.006
66 F -3.506 1.078 -5.434
67 F -4.492 1.846 -3.299
68 F -1.209 2.073 -5.070
69 F -2.137 0.251 -3.533
70 O -2.007 2.715 -2.546
71 I 3.900 1.175 -6.810
72 C 3.529 0.616 -4.867
73 C 4.315 -0.172 -4.059
74 N 3.674 -0.261 -2.881
75 N 2.522 0.414 -2.866
76 C 2.421 0.954 -4.071
77 H 5.258 -0.659 -4.238
78 H 3.962 -0.763 -2.054
79 H 1.568 1.557 -4.338

Mulliken atomic charge list, values in e, 5 entries: number 1, Cs, carries 1.2670; number 2, C, carries 0.0517; number 3, C, carries -0.8066; number 4, S, carries 0.1172; number 5, C, carries -0.9304

Entry 3:
Below is a gas-phase ion, CH2FO4S (charge -1), with properties calculated with ωB97M-V with the def2-TZVPD basis set.

Values from the calculation:
**Charge**: -1
**Structure (SMILES)**: O=S(=O)([O-])[C@H](O)F
**Orbital gap**: 9.3 eV
**Relative energy (zero: lowest compared OMol25 entry of this formula, charge and spin)**: 62.4 kJ/mol

Positions of all 9 atoms, in Å:
1 C 0.122 0.521 -0.303
2 O -1.962 -1.132 -0.779
3 O -2.454 1.223 -0.274
4 O -1.549 -0.290 1.503
5 O 0.859 -0.259 0.547
6 F 0.040 1.810 0.219
7 S -1.703 0.033 0.030
8 H 0.676 0.493 -1.326
9 H 0.526 -0.373 1.405

natural (NBO) atomic charge list, values in e, 5 entries: number 1, C, carries 0.1933; number 2, O, carries -1.0157; number 3, O, carries -0.9936; number 4, O, carries -1.0472; number 5, O, carries -0.7427

Entry 4:
Below is CH2N2O3S in the gas phase, with properties calculated with ωB97M-V with the def2-TZVPD basis set.

Values from the calculation:
**Orbital gap**: 9.5 eV
**Relative energy (zero: lowest compared OMol25 entry of this formula, charge and spin)**: 376.8 kJ/mol

Positions of all 9 atoms, in Å:
1 C -0.828 0.515 0.488
2 N -0.620 -0.869 1.038
3 N -0.032 -1.636 0.269
4 O 0.416 -1.203 -0.919
5 O 2.442 -0.052 -0.534
6 O 0.212 1.204 -0.056
7 S 1.264 0.381 -1.170
8 H -1.572 0.289 -0.357
9 H -1.281 1.370 1.241

natural (NBO) atomic charge list, values in e, 5 entries: number 1, C, carries 0.0041; number 2, N, carries -0.1913; number 3, N, carries 0.1835; number 4, O, carries -0.5747; number 5, O, carries -0.8324

Entry 5:
Below is a molecular structure, C15H19BN8OPd, with properties calculated with ωB97M-V with the def2-TZVPD basis set.

Values from the calculation:
**<S²>**: 0.76
**Charge**: +1
**Multiplicity**: 2
**Orbital gap (alpha / beta)**: 7.0 / 6.5 eV
**Relative energy (zero: lowest compared OMol25 entry of this formula, charge and spin)**: 24.7 kJ/mol

Positions of all 45 atoms, in Å:
1 Pd 1.393 0.623 0.649
2 C -2.278 1.157 2.605
3 C -0.892 1.261 2.604
4 N -0.399 0.475 1.650
5 N -1.426 -0.116 1.001
6 C -2.572 0.293 1.567
7 B -1.155 -0.924 -0.306
8 N -0.703 0.103 -1.383
9 C -1.345 0.572 -2.463
10 C -0.626 1.629 -2.984
11 C 0.471 1.766 -2.144
12 N 0.422 0.838 -1.189
13 N 0.045 -1.865 -0.041
14 C 0.094 -3.202 0.035
15 C 1.371 -3.571 0.415
16 C 2.061 -2.373 0.565
17 N 1.244 -1.359 0.274
18 N -2.347 -1.737 -0.708
19 C -3.200 -2.454 0.079
20 C -3.903 -3.303 -0.730
21 C -3.396 -3.053 -2.022
22 N -2.456 -2.130 -2.006
23 H -2.971 1.644 3.267
24 H -0.231 1.852 3.215
25 H -3.523 -0.046 1.193
26 H -2.245 0.091 -2.802
27 H -0.854 2.206 -3.863
28 H 1.284 2.467 -2.192
29 H -0.769 -3.798 -0.213
30 H 1.754 -4.567 0.544
31 H 3.088 -2.196 0.838
32 H -3.228 -2.332 1.149
33 H -4.671 -3.998 -0.439
34 H -3.681 -3.509 -2.957
35 C 3.762 1.530 0.804
36 C 2.924 2.771 1.132
37 C 3.011 3.816 0.034
38 O 1.582 2.357 1.369
39 H 4.820 1.769 0.716
40 H 3.491 1.108 -0.187
41 H 3.667 0.765 1.585
42 H 3.263 3.214 2.073
43 H 2.682 3.401 -0.918
44 H 4.044 4.145 -0.090
45 H 2.398 4.681 0.276

natural (NBO) atomic charge list, values in e, 5 entries: number 1, Pd, carries 1.3305; number 2, C, carries -0.3226; number 3, C, carries 0.0175; number 4, N, carries -0.2898; number 5, N, carries -0.3294

Question: Which formula does entry 3 have?
Answer: CH2FO4S